The following is a DFT calculation (the ωB97M-V functional and the def2-TZVPD basis) of C18H21AsF9N3NiO as an isolated structure at a distorted geometry.

Each line ends with the natural charge from an NBO analysis.
Element x y z (Å)
Ni: -0.638 -0.134 -0.489  1.233
N: 1.820 -0.167 1.745  -0.568
C: 2.275 -0.136 0.443  0.411
C: 3.648 0.036 0.231  -0.278
C: 4.115 0.114 -1.062  -0.131
C: 3.213 0.000 -2.113  -0.268
C: 1.889 -0.245 -1.814  0.089
N: 1.432 -0.329 -0.565  -0.550
C: 0.554 -0.096 2.276  0.415
C: 0.484 0.047 3.673  -0.277
C: -0.740 0.076 4.295  -0.131
C: -1.886 -0.029 3.513  -0.274
C: -1.738 -0.149 2.151  0.082
N: -0.552 -0.198 1.531  -0.564
H: 2.549 0.034 2.418  0.404
H: 4.321 0.099 1.072  0.216
H: 5.169 0.242 -1.250  0.225
H: 3.542 0.082 -3.136  0.230
H: 1.156 -0.403 -2.599  0.214
H: 1.401 0.130 4.238  0.214
H: -0.804 0.171 5.367  0.225
H: -2.873 -0.005 3.943  0.230
H: -2.611 -0.217 1.520  0.230
C: -1.791 3.552 -1.314  -0.650
C: -0.438 3.013 -0.811  0.141
O: -0.241 1.703 -0.997  -0.940
C: 0.705 3.770 -1.556  0.949
F: 0.626 5.110 -1.478  -0.333
F: 0.692 3.472 -2.859  -0.327
F: 1.925 3.439 -1.102  -0.332
C: -0.309 3.354 0.700  0.948
F: -0.376 4.662 0.987  -0.328
F: -1.292 2.763 1.398  -0.336
F: 0.836 2.902 1.243  -0.338
H: -1.933 3.209 -2.338  0.233
H: -1.817 4.639 -1.271  0.218
H: -2.583 3.128 -0.700  0.236
F: -2.274 -0.305 -2.255  -0.399
C: -2.597 -0.139 -0.918  0.531
F: -3.555 0.821 -0.904  -0.367
F: -3.317 -1.302 -0.638  -0.411
C: 1.050 -3.448 -1.091  -0.957
As: -0.701 -2.570 -0.905  0.907
C: -1.206 -3.456 0.771  -0.948
C: -1.710 -3.728 -2.143  -0.929
H: 0.957 -4.531 -1.023  0.222
H: 1.706 -3.100 -0.293  0.225
H: 1.512 -3.192 -2.044  0.229
H: -1.145 -4.541 0.674  0.220
H: -2.220 -3.178 1.054  0.242
H: -0.525 -3.132 1.558  0.223
H: -1.461 -4.774 -1.954  0.216
H: -1.461 -3.485 -3.177  0.233
H: -2.780 -3.582 -2.003  0.247

Kohn-Sham gap (alpha / beta) in eV: 7.70 / 8.66
Expectation value of S²: 2.008
ΔE to the lowest compared entry with this formula, charge and spin in eV: 0.403
E in eV: -151865.4022
Strongest force on any atom in eV Å⁻¹: 1.56
2S+1: 3
HOMO level (alpha / beta) in eV: -7.54 / -8.50
LUMO level (alpha / beta) in Eh: 0.00590 / 0.00603

---

The following is a DFT calculation (the ωB97M-V functional and the def2-TZVPD basis) of a 2-piece molecular cluster, C16H17N overall at a distorted geometry.

Each line ends with the natural charge from an NBO analysis.
Element x y z (Å)
C: -0.630 -3.281 1.667  -0.634
C: -1.330 -2.076 1.082  -0.072
C: -2.329 -2.092 0.146  -0.031
N: -2.493 -0.813 -0.363  -0.539
C: -1.795 0.090 0.458  0.152
C: -1.844 1.478 0.562  -0.245
C: -0.877 2.075 1.395  -0.204
C: -0.094 1.283 2.260  -0.242
C: -0.145 -0.101 2.183  -0.195
C: -0.911 -0.692 1.195  -0.112
H: -0.842 -3.402 2.725  0.219
H: 0.435 -3.182 1.446  0.218
H: -0.860 -4.159 1.054  0.218
H: -2.834 -2.937 -0.281  0.211
H: -3.199 -0.411 -0.949  0.406
H: -2.287 2.086 -0.218  0.212
H: -1.051 3.146 1.397  0.215
H: 0.537 1.745 3.007  0.209
H: 0.533 -0.521 2.918  0.217
C: 2.296 -1.112 0.016  -0.630
C: 1.910 -0.001 -0.968  -0.001
C: 1.308 -0.266 -2.178  -0.225
C: 0.884 0.799 -2.953  -0.199
C: 1.330 2.092 -2.640  -0.235
C: 2.051 2.319 -1.482  -0.201
C: 2.270 1.290 -0.560  -0.208
H: 3.391 -1.089 0.071  0.212
H: 2.028 -2.069 -0.433  0.207
H: 1.898 -1.067 1.021  0.227
H: 1.293 -1.285 -2.545  0.212
H: 0.211 0.736 -3.798  0.210
H: 0.969 2.933 -3.217  0.209
H: 2.458 3.323 -1.395  0.208
H: 2.856 1.429 0.331  0.213

Kohn-Sham gap in eV: 8.67
SMILES string: Cc1c[nH]c2ccccc12.Cc1ccccc1
ΔE to the lowest compared entry with this formula, charge and spin in eV: 1.253
E in eV: -18357.0890
Strongest force on any atom in eV Å⁻¹: 2.64
HOMO level in eV: -7.75
LUMO level in Eh: 0.03394

---

The following is a DFT calculation (the ωB97M-V functional and the def2-TZVPD basis) of a 2-piece molecular cluster, C4H4O2 overall.

Each line ends with the natural charge from an NBO analysis.
Element x y z (Å)
C: 2.582 -0.450 -0.214  -0.110
C: 1.535 0.008 0.168  -0.155
C: 0.301 0.561 0.690  0.342
O: -0.391 -0.039 1.484  -0.484
H: 3.519 -0.853 -0.532  0.243
H: 0.022 1.559 0.306  0.160
C: -1.904 -0.201 -0.475  0.287
O: -2.784 0.593 -0.288  -0.504
H: -1.892 -1.234 -0.077  0.128
H: -0.989 0.054 -1.062  0.091

Kohn-Sham gap in eV: 9.72
SMILES string: C#CC=O.C=O
ΔE to the lowest compared entry with this formula, charge and spin in eV: 3.147
E in eV: -8303.9299
Strongest force on any atom in eV Å⁻¹: 0.76
HOMO level in eV: -10.10
LUMO level in Eh: -0.01395

---

The following is a DFT calculation (the ωB97M-V functional and the def2-TZVPD basis) of one molecule with the formula H2N6O at a distorted geometry.

Each line ends with the natural charge from an NBO analysis.
Element x y z (Å)
O: 0.560 -1.248 1.831  -0.379
N: 0.411 -0.456 0.952  0.440
N: 0.104 0.708 0.994  -0.095
N: -0.146 1.419 -0.134  -0.298
N: -0.734 0.774 -1.189  -0.026
N: -0.587 -0.425 -1.342  -0.017
N: 0.410 -1.025 -0.645  -0.433
H: -0.581 2.276 0.178  0.408
H: 0.562 -2.022 -0.644  0.400

Kohn-Sham gap in eV: 9.71
SMILES string: [O-][N+]1=NNN=NN1
ΔE to the lowest compared entry with this formula, charge and spin in eV: 1.912
E in eV: -11013.4518
Strongest force on any atom in eV Å⁻¹: 4.16
HOMO level in eV: -9.33
LUMO level in Eh: 0.01388

---

The following is a DFT calculation (the ωB97M-V functional and the def2-TZVPD basis) of C2H5NS2 as an isolated structure at a distorted geometry.

Each line ends with the natural charge from an NBO analysis.
Element x y z (Å)
C: 1.027 0.764 -0.128  -0.410
C: -1.123 0.067 -0.110  -0.113
H: 0.345 1.621 -0.577  0.215
H: 1.887 0.484 -0.872  0.216
H: 1.769 1.303 0.853  0.196
H: -0.809 -2.263 1.210  0.151
H: -1.317 1.057 -0.108  0.189
N: 0.158 -0.313 0.075  -0.560
S: 0.564 -1.983 -0.195  0.139
S: -2.502 -0.736 -0.148  -0.024

Kohn-Sham gap in eV: 7.63
ΔE to the lowest compared entry with this formula, charge and spin in eV: 4.839
E in eV: -25310.9865
Strongest force on any atom in eV Å⁻¹: 5.89
HOMO level in eV: -8.68
LUMO level in Eh: -0.03860

---

The following is a DFT calculation (the ωB97M-V functional and the def2-TZVPD basis) of a 2-piece molecular cluster, C5H8N2 overall at a distorted geometry.

Each line ends with the natural charge from an NBO analysis.
Element x y z (Å)
C: 0.869 -1.032 -1.341  -0.655
C: -0.111 -0.203 -0.609  0.051
C: -1.127 -0.486 0.444  -0.179
C: -1.056 -1.663 1.295  0.241
N: -1.006 -2.642 1.907  -0.301
N: -0.011 0.436 0.551  -0.196
C: 0.365 1.461 1.243  -0.243
H: 1.264 -1.835 -0.709  0.215
H: 0.406 -1.483 -2.218  0.234
H: 1.705 -0.424 -1.692  0.232
H: -0.249 1.847 -1.400  -0.002
H: -2.120 -0.054 0.356  0.223
H: -0.099 2.516 -1.077  -0.032
H: 1.299 1.934 0.980  0.207
H: -0.172 1.699 2.146  0.204

Kohn-Sham gap (alpha / beta) in eV: 8.45 / 8.45
ΔE to the lowest compared entry with this formula, charge and spin in eV: 5.159
E in eV: -8289.8369
Strongest force on any atom in eV Å⁻¹: 1.08
HOMO level (alpha / beta) in eV: -7.84 / -7.85
LUMO level (alpha / beta) in Eh: 0.02230 / 0.02232